(1)
This record from the Open Molecules 2025 dataset describes an isolated molecule of C25H25N3O5S in a non-equilibrium geometry. The level of theory is the ωB97M-V functional and the def2-TZVPD basis.

Geometry as XYZ:
```
59
Properties=species:S:1:pos:R:3:nbo_charge:R:1
C -4.029 -3.675 1.312 -0.63
C -4.220 -3.138 -0.100 -0.08
O -3.597 -1.868 -0.262 -0.52
C -4.325 -0.788 0.081 0.78
O -5.465 -0.853 0.483 -0.61
C -3.560 0.431 -0.111 -0.43
S -1.926 0.368 -0.719 0.51
C -1.898 2.088 -0.567 0.23
N -0.792 2.817 -0.918 -0.62
C 0.380 2.227 -1.311 0.71
O 0.479 1.020 -1.385 -0.61
C 1.486 3.186 -1.676 -0.50
C 2.807 2.825 -0.986 -0.39
C 2.947 3.432 0.411 -0.41
C 1.948 2.935 1.460 -0.40
C 2.366 1.645 2.167 -0.23
N 2.280 0.464 1.318 -0.48
C 1.031 -0.132 1.210 0.70
O 0.067 0.367 1.755 -0.60
C 0.964 -1.378 0.435 -0.17
C -0.215 -2.090 0.367 -0.12
C -0.301 -3.243 -0.417 -0.25
C 0.782 -3.682 -1.132 -0.09
C 2.013 -2.997 -1.067 -0.11
C 3.161 -3.424 -1.766 -0.15
C 4.345 -2.740 -1.658 -0.23
C 4.436 -1.609 -0.842 -0.12
C 3.332 -1.158 -0.149 -0.17
C 2.101 -1.835 -0.260 0.08
C 3.450 0.016 0.728 0.69
O 4.510 0.575 0.939 -0.60
N -2.978 2.649 -0.121 -0.50
C -3.934 1.731 0.151 0.25
C -5.243 2.188 0.685 -0.66
H -2.971 -3.730 1.558 0.21
H -4.521 -3.017 2.024 0.23
H -4.465 -4.667 1.389 0.22
H -3.748 -3.788 -0.841 0.18
H -5.288 -3.040 -0.323 0.21
H -0.874 3.819 -0.814 0.43
H 1.204 4.215 -1.451 0.20
H 1.620 3.094 -2.757 0.25
H 2.891 1.739 -0.950 0.22
H 3.635 3.197 -1.593 0.21
H 2.847 4.517 0.319 0.20
H 3.957 3.225 0.768 0.22
H 1.850 3.698 2.235 0.22
H 0.961 2.786 1.021 0.20
H 1.701 1.477 3.018 0.23
H 3.399 1.720 2.511 0.23
H -1.072 -1.741 0.922 0.24
H -1.236 -3.778 -0.465 0.21
H 0.712 -4.566 -1.751 0.20
H 3.093 -4.305 -2.388 0.21
H 5.218 -3.075 -2.197 0.22
H 5.368 -1.074 -0.738 0.24
H -5.717 2.852 -0.035 0.23
H -5.083 2.751 1.603 0.23
H -5.885 1.336 0.879 0.25
```

Properties
gap between HOMO and LUMO = 7.8 eV
HOMO = -8.47 eV
electronic energy = -51877.2599 eV
largest force on an atom = 1.1 eV Å⁻¹
structure (SMILES) = CCOC(=O)c1sc(NC(=O)CCCCCN2C(=O)c3cccc4cccc(c34)C2=O)nc1C
relative energy (zero: lowest compared OMol25 entry of this formula, charge and spin) = 4.4 kcal/mol
multiplicity = 1

(2)
This record from the Open Molecules 2025 dataset describes an isolated molecule of C25H25N5O3 in a non-equilibrium geometry. The level of theory is the ωB97M-V functional and the def2-TZVPD basis.

Geometry as XYZ:
```
58
Properties=species:S:1:pos:R:3:nbo_charge:R:1
H 1.559 -2.305 -0.442 0.35
N 1.456 -1.525 -1.076 -0.77
C 1.275 -0.375 -0.558 0.47
C 1.037 0.783 -1.405 -0.22
C 0.871 0.706 -2.896 0.67
O 0.487 1.680 -3.522 -0.65
N 1.202 -0.465 -3.473 -0.64
C 0.735 -0.784 -4.798 -0.22
C -0.540 -1.650 -4.737 -0.45
C -1.547 -0.982 -3.846 0.08
C -2.397 -0.002 -4.339 -0.23
C -3.245 0.685 -3.489 -0.20
C -3.247 0.407 -2.133 -0.22
C -2.408 -0.573 -1.632 -0.21
C -1.569 -1.264 -2.487 -0.25
C 0.851 2.010 -0.855 -0.05
C 0.888 2.209 0.545 -0.27
C 0.694 3.507 1.113 0.65
O 0.515 4.554 0.529 -0.60
N 0.732 3.516 2.556 -0.39
C 0.552 4.709 3.183 0.06
C 0.571 4.815 4.534 -0.28
C 0.784 3.654 5.310 -0.14
C 0.965 2.458 4.690 -0.24
C 0.943 2.358 3.273 0.43
N 1.121 1.189 2.712 -0.57
C 1.097 1.099 1.370 0.46
N 1.305 -0.129 0.829 -0.39
C 1.481 -1.222 1.766 -0.24
C 0.115 -1.769 2.234 0.09
C 0.272 -3.056 3.052 -0.43
C 0.147 -4.136 1.978 -0.43
C -0.853 -3.501 1.012 -0.07
O -0.704 -2.095 1.126 -0.54
H 1.395 -1.226 -2.821 0.44
H 0.516 0.164 -5.296 0.23
H 1.522 -1.311 -5.346 0.19
H -0.283 -2.634 -4.338 0.20
H -0.931 -1.773 -5.748 0.21
H -2.386 0.234 -5.394 0.21
H -3.898 1.450 -3.884 0.21
H -3.899 0.956 -1.469 0.21
H -2.388 -0.797 -0.575 0.22
H -0.909 -2.019 -2.085 0.21
H 0.653 2.853 -1.500 0.27
H 0.396 5.541 2.510 0.26
H 0.426 5.773 5.005 0.23
H 0.801 3.726 6.387 0.23
H 1.130 1.542 5.233 0.24
H 2.077 -2.009 1.301 0.20
H 2.017 -0.834 2.633 0.25
H -0.383 -0.970 2.795 0.20
H -0.545 -3.143 3.769 0.22
H 1.217 -3.089 3.588 0.22
H 1.107 -4.304 1.487 0.20
H -0.210 -5.085 2.370 0.22
H -1.884 -3.767 1.284 0.17
H -0.687 -3.786 -0.031 0.19
```

Properties
gap between HOMO and LUMO = 7.4 eV
HOMO = -7.91 eV
electronic energy = -39925.3819 eV
largest force on an atom = 1.1 eV Å⁻¹
structure (SMILES) = [H]/N=c1/c(C(=O)NCCc2ccccc2)cc2c(=O)n3ccccc3nc2n1C[C@@H]1CCCO1
relative energy (zero: lowest compared OMol25 entry of this formula, charge and spin) = 11.2 kcal/mol
multiplicity = 1